Entry 1:
{
  "formula": "C62H150BO25",
  "method": "ωB97M-V with the def2-TZVPD basis set",
  "symbols": ["O", "C", "O", "B", "O", "C", "O", "O", "C", "O", "C", "O", "O", "C", "C", "O", "C", "C", "H", "H", "H", "H", "H", "H", "H", "H", "H", "H", "C", "C", "O", "C", "C", "H", "H", "H", "H", "H", "H", "H", "H", "H", "H", "C", "C", "O", "C", "C", "H", "H", "H", "H", "H", "H", "H", "H", "H", "H", "C", "C", "O", "C", "C", "H", "H", "H", "H", "H", "H", "H", "H", "H", "H", "C", "C", "O", "C", "C", "H", "H", "H", "H", "H", "H", "H", "H", "H", "H", "C", "C", "O", "C", "C", "H", "H", "H", "H", "H", "H", "H", "H", "H", "H", "C", "C", "O", "C", "C", "H", "H", "H", "H", "H", "H", "H", "H", "H", "H", "C", "C", "O", "C", "C", "H", "H", "H", "H", "H", "H", "H", "H", "H", "H", "C", "C", "O", "C", "C", "H", "H", "H", "H", "H", "H", "H", "H", "H", "H", "C", "C", "O", "C", "C", "H", "H", "H", "H", "H", "H", "H", "H", "H", "H", "C", "C", "C", "O", "H", "H", "H", "H", "H", "H", "H", "H", "C", "C", "C", "O", "H", "H", "H", "H", "H", "H", "H", "H", "C", "C", "C", "O", "H", "H", "H", "H", "H", "H", "H", "H", "C", "C", "C", "O", "H", "H", "H", "H", "H", "H", "H", "H", "C", "C", "O", "H", "H", "H", "H", "H", "H", "C", "C", "O", "H", "H", "H", "H", "H", "H", "C", "C", "O", "H", "H", "H", "H", "H", "H"],
  "coordinates": [[-0.9325, -2.1075, 2.5533], [-0.8666, -1.3136, 1.6779], [0.2314, -0.8347, 1.1045], [-0.1003, 0.0543, -0.0367], [-1.5916, 0.1514, 0.0587], [-2.0502, -0.6466, 0.9782], [-3.1977, -0.8442, 1.2653], [0.2662, -0.5132, -1.3477], [1.0265, 0.3415, -1.9998], [1.6367, 0.1557, -3.0067], [1.1941, 1.5878, -1.0783], [0.5458, 1.3641, 0.0326], [1.8241, 2.5586, -1.3812], [-0.9618, 6.1307, -5.2690], [-0.3800, 4.8334, -4.7075], [-1.3652, 4.3264, -3.8108], [-1.0725, 2.9847, -3.4389], [-2.0963, 2.5187, -2.4085], [-1.5325, 6.5939, -4.4666], [-0.1735, 6.7941, -5.6294], [-1.6176, 5.9418, -6.1187], [-0.1124, 4.1579, -5.5277], [0.5500, 4.9821, -4.1456], [-1.1031, 2.3178, -4.3094], [-0.0783, 3.0417, -2.9789], [-1.9693, 1.4574, -2.2013], [-3.1204, 2.7506, -2.6964], [-1.8961, 3.1146, -1.5133], [-1.2463, -0.1666, 5.6592], [-0.2823, -1.3303, 5.6586], [0.6320, -1.2478, 6.7251], [1.5004, -2.3591, 6.6806], [2.6578, -2.1709, 7.6635], [-1.9384, -0.2331, 6.5027], [-0.7187, 0.7554, 5.9301], [-1.7274, -0.0114, 4.6989], [-0.8621, -2.2611, 5.6202], [0.3157, -1.3321, 4.7377], [0.9378, -3.2534, 6.9718], [1.8752, -2.4729, 5.6581], [3.4739, -2.8806, 7.5490], [2.2334, -2.2971, 8.6622], [3.0549, -1.1568, 7.6045], [2.8658, 0.8941, 2.5582], [2.2665, 0.7032, 3.9526], [2.6560, 1.7881, 4.7448], [1.8933, 1.9491, 5.9248], [0.6913, 2.8541, 5.6814], [2.5459, 0.0846, 1.9018], [2.4792, 1.8269, 2.1447], [3.9510, 0.9217, 2.6711], [1.1822, 0.6497, 3.7823], [2.6134, -0.2735, 4.3105], [1.5571, 1.0021, 6.3606], [2.5165, 2.4224, 6.6850], [-0.0049, 2.4910, 4.9255], [1.0400, 3.8461, 5.3910], [0.1477, 2.9471, 6.6261], [2.1498, 7.0246, -7.4060], [2.5762, 5.5722, -7.4962], [2.2367, 4.9640, -6.2821], [2.4260, 3.5610, -6.2676], [2.7866, 3.0609, -4.8743], [1.1278, 7.1049, -7.0301], [2.7576, 7.5818, -6.6863], [2.2262, 7.6337, -8.3083], [2.1080, 5.0988, -8.3686], [3.6452, 5.5596, -7.7473], [1.5035, 3.0617, -6.5899], [3.2101, 3.2216, -6.9550], [1.9266, 3.0218, -4.2098], [3.6120, 3.6212, -4.4398], [3.1544, 2.0520, -5.0732], [7.3412, -1.7674, 1.1643], [6.2189, -1.0571, 0.4218], [5.2006, -2.0014, 0.2333], [4.0953, -1.5212, -0.5100], [3.0218, -2.6105, -0.5432], [8.2404, -1.1513, 1.2395], [6.9936, -2.1034, 2.1389], [7.6930, -2.6222, 0.5828], [5.8447, -0.1989, 0.9987], [6.5948, -0.6711, -0.5367], [3.6965, -0.6576, 0.0412], [4.3899, -1.1615, -1.5013], [2.8234, -2.8824, 0.4934], [3.2857, -3.4555, -1.1768], [2.0841, -2.2151, -0.9377], [4.6764, -2.0967, 4.0873], [3.6581, -2.6676, 3.1068], [2.9989, -3.7159, 3.7976], [1.8552, -4.1826, 3.1133], [1.3206, -5.3923, 3.8689], [5.3863, -2.9069, 4.2961], [5.4048, -1.4038, 3.6565], [4.2022, -1.7470, 5.0002], [2.9757, -1.9026, 2.7232], [4.2269, -3.1026, 2.2767], [1.0704, -3.4166, 3.0655], [2.0089, -4.4511, 2.0588], [1.1581, -5.0303, 4.8885], [2.0294, -6.2168, 3.9162], [0.3736, -5.7280, 3.4491], [-3.4914, 6.3771, 0.9424], [-2.3050, 5.4140, 0.9161], [-2.5987, 4.2967, 1.7028], [-1.5085, 3.4388, 1.9177], [-1.9732, 2.2709, 2.7740], [-4.3541, 5.8566, 0.5231], [-3.7239, 6.7169, 1.9514], [-3.2974, 7.2705, 0.3479], [-2.0839, 5.1431, -0.1238], [-1.4309, 5.9892, 1.2471], [-1.1577, 2.9737, 0.9873], [-0.6543, 3.9594, 2.3649], [-2.3141, 2.5725, 3.7649], [-1.1348, 1.5780, 2.9036], [-2.7604, 1.7410, 2.2376], [-0.6204, -0.7391, -4.9885], [0.0132, -0.0465, -6.1691], [0.3481, -1.0392, -7.1417], [1.0954, -0.4897, -8.2186], [1.8701, -1.6236, -8.8853], [0.0111, -1.4933, -4.5214], [-0.8428, -0.0029, -4.2125], [-1.5663, -1.2392, -5.2074], [-0.6345, 0.7114, -6.6269], [0.9473, 0.4471, -5.8769], [0.3695, -0.0472, -8.9090], [1.8021, 0.2813, -7.8971], [1.2033, -2.3305, -9.3809], [2.4661, -2.1978, -8.1778], [2.4998, -1.1739, -9.6564], [5.3640, -0.6318, -5.5264], [3.9965, -1.1300, -5.1083], [3.8212, -2.4797, -5.4984], [2.5875, -3.0445, -5.1519], [2.7185, -4.5647, -5.2351], [6.1949, -0.8790, -4.8687], [5.5593, -1.0233, -6.5289], [5.3642, 0.4506, -5.6732], [3.8006, -1.0271, -4.0366], [3.2356, -0.5740, -5.6761], [2.1898, -2.7215, -4.1846], [1.8310, -2.7611, -5.8977], [1.7969, -5.0738, -4.9532], [3.5150, -4.8698, -4.5502], [3.0231, -4.9372, -6.2131], [2.2109, 5.0212, 2.5055], [1.8960, 4.7108, 1.0495], [1.2087, 5.8386, 0.5212], [0.7996, 5.6274, -0.8294], [0.1145, 6.8947, -1.2872], [2.4951, 4.1179, 3.0480], [3.0865, 5.6729, 2.5360], [1.3665, 5.5369, 2.9597], [2.8091, 4.5180, 0.4755], [1.2749, 3.8167, 0.9214], [1.6825, 5.4224, -1.4422], [0.1174, 4.7707, -0.8506], [-0.2905, 6.7871, -2.2956], [0.8244, 7.7214, -1.2404], [-0.7470, 7.1794, -0.6801], [-3.9892, -5.3142, 6.4037], [-4.0107, -5.0485, 4.9006], [-2.7258, -4.3961, 4.4175], [-4.1752, -6.3028, 4.2203], [-4.7312, -6.0516, 6.7108], [-4.2886, -4.4312, 6.9802], [-2.9810, -5.5763, 6.7288], [-4.8737, -4.4277, 4.6642], [-2.3320, -3.6965, 5.1561], [-2.9133, -3.7713, 3.5405], [-1.9341, -5.0829, 4.1103], [-3.3076, -6.6881, 4.0702], [-5.2563, -3.4749, 1.8095], [-6.7670, -3.7550, 1.8325], [-7.4158, -3.5669, 3.2017], [-7.4025, -2.8728, 0.9086], [-5.0095, -3.4080, 0.7481], [-4.6725, -4.3083, 2.2088], [-4.9047, -2.5874, 2.3329], [-6.9465, -4.7930, 1.5241], [-7.2327, -2.5482, 3.5461], [-6.9651, -4.2707, 3.9047], [-8.4802, -3.7886, 3.1441], [-7.2106, -3.2175, 0.0304], [-0.2955, -4.4285, -0.2800], [-0.9150, -5.1404, 0.9029], [-2.4168, -5.3346, 0.8325], [-0.3001, -6.4280, 1.0581], [0.7906, -4.3953, -0.2208], [-0.7077, -3.4180, -0.3147], [-0.5676, -4.9676, -1.1936], [-0.7025, -4.5703, 1.8135], [-2.6391, -6.0883, 0.0656], [-2.9722, -4.4621, 0.4792], [-2.8834, -5.6902, 1.7482], [-0.2639, -6.8843, 0.2131], [-2.7681, -2.6421, -2.2739], [-4.2437, -2.3492, -2.0593], [-4.6212, -0.9352, -2.4440], [-5.0423, -3.3381, -2.7380], [-2.4343, -2.4461, -3.2939], [-2.5051, -3.6565, -1.9728], [-2.2529, -1.9628, -1.5870], [-4.4553, -2.4924, -0.9925], [-5.7056, -0.8319, -2.4719], [-4.2626, -0.6871, -3.4495], [-4.1773, -0.2063, -1.7659], [-4.4535, -3.8419, -3.3033], [-4.3571, -1.3418, 4.9632], [-4.6507, 0.0530, 4.4443], [-6.0164, 0.4213, 4.6985], [-5.0680, -2.0725, 4.5862], [-4.3566, -1.2930, 6.0568], [-3.3581, -1.6514, 4.6533], [-4.5118, 0.0171, 3.3630], [-4.0261, 0.8472, 4.8570], [-6.0705, 0.6067, 5.6412], [-4.7025, 2.3506, -0.1235], [-5.5137, 1.6444, 0.9464], [-5.6972, 0.2674, 0.6612], [-3.7270, 1.8646, -0.1837], [-4.5794, 3.3861, 0.2021], [-5.1995, 2.3130, -1.0927], [-6.4806, 2.1288, 1.1086], [-5.0228, 1.7212, 1.9262], [-4.8283, -0.1423, 0.8206], [5.0033, 1.7394, -2.6373], [5.0834, 2.4828, -1.3048], [4.4360, 3.7346, -1.4461], [5.2823, 2.3408, -3.4997], [3.9959, 1.3584, -2.8172], [5.6981, 0.8927, -2.5927], [6.1156, 2.7526, -1.0845], [4.6751, 1.8641, -0.5014], [3.4975, 3.6148, -1.6268]],
  "charge": -1
}

***

Entry 2:
{
  "formula": "C10H30O5",
  "method": "ωB97M-V with the def2-TZVPD basis set",
  "symbols": ["C", "C", "O", "H", "H", "H", "H", "H", "H", "C", "C", "O", "H", "H", "H", "H", "H", "H", "C", "C", "O", "H", "H", "H", "H", "H", "H", "C", "C", "O", "H", "H", "H", "H", "H", "H", "C", "C", "O", "H", "H", "H", "H", "H", "H"],
  "coordinates": [[-1.5544, -3.8320, -4.8874], [-1.5414, -3.5560, -3.3464], [-0.3534, -2.8340, -3.0374], [-0.6904, -4.4190, -5.1884], [-1.6824, -2.6800, -5.2444], [-2.4744, -4.2950, -5.0464], [-1.5904, -4.6050, -2.8754], [-2.4084, -3.0450, -2.9054], [-0.3384, -2.5030, -2.0544], [-0.2504, 0.7460, -0.8954], [1.0286, -0.1750, -0.5014], [0.6576, -1.5110, -0.4824], [-0.9734, 0.7430, -0.1474], [-0.6914, 0.7250, -1.9194], [0.2676, 1.8670, -0.8274], [1.6676, -0.0570, 0.5426], [1.8676, -0.2630, -1.3084], [1.4536, -1.8500, -0.4464], [-1.6364, 2.2440, 3.5916], [-0.8634, 1.1190, 4.2756], [-0.8084, 1.5350, 5.6526], [-1.3094, 3.3470, 3.7526], [-2.7474, 2.4400, 3.7736], [-1.6234, 1.9550, 2.5096], [0.3126, 1.2860, 4.1706], [-1.0734, 0.0990, 4.3066], [-0.5014, 1.0070, 6.3226], [-1.2274, 4.8160, 0.2746], [-2.0354, 4.2240, -0.8564], [-3.1684, 4.9770, -0.9714], [-0.1324, 4.1870, 0.2126], [-1.6774, 4.4250, 1.1916], [-0.9424, 5.8670, -0.0614], [-2.3894, 3.1250, -0.6714], [-1.6054, 4.0920, -1.7904], [-3.7994, 4.5580, -1.5974], [4.2956, -1.7820, 0.4676], [3.8236, -3.1220, 1.0626], [2.6296, -3.4850, 0.4456], [3.5926, -0.8930, 0.4106], [4.5836, -1.8950, -0.4994], [5.2456, -1.5880, 0.9086], [3.7626, -2.9020, 2.0146], [4.6686, -3.8330, 0.9066], [2.2346, -4.2600, 0.7686]],
  "charge": 0,
  "relative_energy_ev": 6.2712,
  "smiles": "CCO.CCO.CCO.CCO.CCO"
}

***

Entry 3:
{
  "formula": "C30H37AsBrCsF5N5SSeSi2",
  "method": "ωB97M-V with the def2-TZVPD basis set",
  "symbols": ["Cs", "Br", "C", "C", "C", "C", "C", "C", "C", "C", "C", "C", "H", "H", "H", "H", "H", "H", "N", "C", "C", "N", "C", "C", "N", "H", "H", "H", "H", "H", "S", "C", "N", "C", "C", "C", "N", "H", "H", "H", "H", "H", "H", "H", "H", "C", "Si", "C", "C", "As", "Si", "C", "C", "C", "H", "H", "H", "H", "H", "H", "H", "H", "H", "H", "H", "H", "H", "H", "H", "H", "H", "H", "F", "C", "C", "F", "C", "F", "C", "Se", "C", "F", "C", "F"],
  "coordinates": [[0.5156, 1.3652, 0.9066], [-2.4822, 2.0378, 3.7106], [-3.3685, 0.3219, 3.7808], [-4.2286, 0.1333, 4.8296], [-4.9621, -1.0559, 4.9187], [-4.8252, -1.9985, 3.9412], [-3.9463, -1.8052, 2.8547], [-3.8466, -2.7638, 1.8322], [-3.0209, -2.5285, 0.7653], [-2.2457, -1.3635, 0.7006], [-2.2394, -0.3605, 1.6708], [-3.1528, -0.6141, 2.7476], [-4.3490, 0.8918, 5.5884], [-5.6344, -1.2001, 5.7567], [-5.3998, -2.9168, 3.9794], [-4.4400, -3.6702, 1.8976], [-2.9639, -3.2551, -0.0390], [-1.6275, -1.2409, -0.1863], [1.6290, -4.4411, 2.3400], [2.2296, -3.2282, 2.6002], [1.5911, -2.2349, 3.3505], [2.1989, -1.1056, 3.6699], [3.4477, -0.9439, 3.2344], [4.0854, -1.9292, 2.5063], [3.4901, -3.0762, 2.1896], [0.6270, -4.4177, 2.2287], [2.1141, -4.9822, 1.6381], [0.5728, -2.3571, 3.7028], [3.9238, -0.0060, 3.4846], [5.1031, -1.8264, 2.1595], [-3.1017, 4.8459, 0.1236], [-3.9240, 3.4120, -0.0347], [-4.0624, 2.8349, -1.2426], [-4.7690, 1.5961, -1.4688], [-4.7438, 0.7501, -0.2036], [-5.2134, 1.5801, 0.9842], [-4.5368, 2.8558, 1.0209], [-3.5189, 3.2319, -1.9899], [-4.2934, 1.0607, -2.2931], [-5.8097, 1.8104, -1.7558], [-3.7272, 0.3987, -0.0144], [-5.3875, -0.1200, -0.3254], [-4.9993, 1.0385, 1.9058], [-6.2973, 1.7513, 0.9289], [-4.3058, 3.2470, 1.9217], [-0.9624, -2.7492, -4.2528], [-0.3425, -0.9633, -4.6452], [-1.8927, 0.1898, -4.7123], [0.1090, -1.1043, -6.5273], [1.1550, 0.0566, -3.2608], [2.6087, -1.6036, -2.6834], [3.4424, -2.5683, -4.1318], [1.9498, -3.0371, -1.5656], [4.0496, -0.8340, -1.6774], [-1.8399, -3.0618, -4.8154], [-1.2006, -2.8390, -3.1960], [-0.1683, -3.4605, -4.4683], [-2.3973, 0.1903, -5.6751], [-1.5501, 1.2056, -4.5208], [-2.6224, -0.0625, -3.9471], [-0.6741, -1.5555, -7.1360], [1.0087, -1.6993, -6.6654], [0.3090, -0.1151, -6.9327], [2.6923, -3.1233, -4.6902], [4.1983, -3.2772, -3.8040], [3.9169, -1.8763, -4.8207], [1.6420, -3.8946, -2.1618], [1.0778, -2.6992, -1.0045], [2.6884, -3.3794, -0.8434], [4.7561, -0.3257, -2.3278], [4.6002, -1.5659, -1.0914], [3.6591, -0.0909, -0.9834], [6.8323, 7.9550, 1.5295], [6.3278, 6.7070, 1.6851], [6.4544, 6.0430, 2.9007], [7.0784, 6.6596, 3.9321], [5.9543, 4.7667, 3.0479], [6.1009, 4.1587, 4.2383], [5.3015, 4.0857, 2.0073], [4.7053, 2.3626, 2.2256], [5.1698, 4.7929, 0.8007], [4.5270, 4.2153, -0.2290], [5.6759, 6.0670, 0.6343], [5.5540, 6.7081, -0.5486]],
  "charge": -2,
  "relative_energy_ev": 0.5097
}

***

Entry 4:
{
  "formula": "C3H6NO3S2",
  "method": "ωB97M-V with the def2-TZVPD basis set",
  "symbols": ["C", "C", "C", "N", "O", "O", "O", "S", "S", "H", "H", "H", "H", "H", "H"],
  "coordinates": [[-4.2375, 0.4739, -0.1711], [2.7013, -1.1285, -0.1331], [-3.7950, 1.6118, -0.5785], [1.1541, 0.7818, 1.6793], [-0.0501, 0.0574, -0.4371], [-4.6705, -0.5645, 0.1388], [0.6809, 2.3881, -0.1507], [2.7487, 0.5277, -0.8608], [0.8938, 0.9950, 0.1755], [3.0469, -1.0754, 0.8981], [3.3453, -1.7853, -0.7118], [1.6692, -1.4667, -0.1737], [-4.4447, 2.4498, -0.7309], [-2.7360, 1.7437, -0.7165], [0.9260, -0.1778, 1.8703]],
  "charge": -1,
  "relative_energy_ev": 1.1877
}

***

The evaluated max |F| for the records listed, in turn: 1.6; 7.4; 1.3; 1.7 eV/A.
The evaluated electronic energy for the records listed, in turn: -118595.70576; -21086.92111; -276117.36958; -32511.34147 eV.
The evaluated frontier orbital gap for the records listed, in turn: 9.502; 10.149; 5.371; 7.669 eV.